(1)
Molecular formula: C30H52BrN3P2SSn
Method: DFT, the ωB97M-V functional and the def2-TZVPD basis

Each line ends with the Mulliken charge.
Positions of all 90 atoms, in Å:
N 4.2859 4.5855 -4.5786  -0.460
C 4.4981 4.3392 -3.2786  -0.428
C 3.6115 3.6103 -2.4684  -0.372
C 2.4358 3.0336 -3.0295  -0.002
C 2.2403 3.2980 -4.4082  -0.364
C 3.1877 4.0536 -5.1210  -0.419
C 1.6795 1.9881 -2.3028  -1.188
Sn -0.0678 0.0840 -2.7840  0.765
P -1.0413 -4.0488 -0.6282  0.207
C 2.0713 0.6462 -2.6386  -0.170
C 2.7487 -0.3309 -1.7261  0.536
C 2.7828 -1.6826 -2.1319  -0.508
C 3.4045 -2.6368 -1.2778  -0.704
C 3.4536 -2.2012 0.0156  -0.115
C 3.7731 -0.9498 0.4107  -1.194
C 3.2882 0.0603 -0.4852  0.022
Br 1.1002 -1.2083 1.8798  0.162
H 1.1842 2.3003 -1.3806  0.985
H 2.4169 0.5541 -3.6728  0.958
H 3.8910 3.4864 -1.4128  0.350
H 1.3868 2.8933 -4.9609  0.363
H 5.4188 4.7693 -2.8682  0.389
H 3.0513 4.2686 -6.1864  0.386
H 2.3441 -1.9640 -3.1139  0.611
H 3.2276 1.1208 -0.1776  0.563
H 3.6860 -3.6248 -1.6390  0.543
H 4.3122 -0.7237 1.3328  0.749
P -2.2239 1.2241 -1.2943  0.390
C 0.6151 -3.6187 0.0387  1.361
C 1.6153 -4.7671 0.1018  -1.496
H 0.4593 -3.1812 1.0484  -0.602
H 0.9568 -2.7757 -0.5698  -0.370
H 2.6206 -4.3690 0.2722  0.404
H 1.3801 -5.4984 0.8841  0.427
H 1.6077 -5.3196 -0.8453  0.409
C -1.4872 -3.0751 -2.1159  1.014
C -2.5597 -3.8332 -2.9199  -1.480
H -0.5658 -2.9572 -2.7098  0.305
H -1.8403 -2.0771 -1.7984  -0.778
H -2.6876 -3.4016 -3.9189  0.415
H -2.2709 -4.8861 -3.0458  0.434
H -3.5350 -3.8014 -2.4146  0.383
C -2.1847 -3.4760 0.7148  -0.140
C -2.5087 -4.5714 1.7431  -1.316
H -3.1197 -3.1542 0.2269  0.408
H -1.7244 -2.6096 1.2144  0.112
H -3.3214 -4.2341 2.3988  0.401
H -2.8449 -5.4869 1.2398  0.389
H -1.6486 -4.8168 2.3794  0.334
C -3.2099 1.1359 0.2907  0.229
C -4.3586 2.1338 0.4807  -1.226
H -2.4927 1.1961 1.1265  -0.393
H -3.6252 0.1133 0.3220  0.483
H -3.9989 3.1118 0.8270  0.314
H -4.9281 2.2854 -0.4425  0.311
H -5.0525 1.7394 1.2364  0.406
C -3.5625 0.8029 -2.5336  -0.552
C -3.1172 0.3913 -3.9436  -1.291
H -4.2383 1.6785 -2.5728  0.509
H -4.1066 -0.0373 -2.0562  0.410
H -2.8523 1.2534 -4.5636  0.382
H -2.2642 -0.3086 -3.9617  0.179
H -3.9518 -0.1237 -4.4282  0.394
C -1.8620 3.0402 -1.5397  -0.431
C -1.3525 3.8283 -0.3184  -1.276
H -2.7654 3.5157 -1.9625  0.562
H -1.0749 3.0652 -2.3174  0.373
H -0.6160 4.5596 -0.6720  0.402
H -2.1539 4.4003 0.1679  0.359
H -0.8724 3.2070 0.4506  0.176
C 2.9374 -0.1334 3.8802  -0.946
N 1.7099 0.1833 4.5964  -0.017
C 1.1666 -0.9460 5.3701  -0.984
C 0.7747 0.9784 3.9894  0.096
S 0.8524 1.4558 2.3685  0.250
N -0.3048 1.2906 4.7799  0.045
C 0.0090 1.8282 6.1087  -1.047
C -1.4924 1.8686 4.1656  -0.851
H 3.6616 -0.5524 4.5807  0.390
H 3.3167 0.7366 3.3395  0.434
H 2.7277 -0.9363 3.1362  0.427
H 2.0169 -1.4072 5.8862  0.425
H 0.4413 -0.5798 6.0965  0.439
H 0.6899 -1.7028 4.7310  0.252
H 0.2771 2.8983 6.0671  0.359
H -0.8733 1.7135 6.7537  0.386
H 0.8444 1.2602 6.5152  0.429
H -1.3054 2.8885 3.7815  0.335
H -1.8186 1.2300 3.3355  0.210
H -2.2785 1.9027 4.9316  0.379

Values from the calculation:
Net charge: +4
LUMO level (alpha / beta): -14.14 / -14.21 eV
Spin multiplicity: 1
Orbital gap (alpha / beta): 4.125 / 4.055 eV
Relative energy (zero: lowest compared OMol25 entry of this formula, charge and spin): 773.0 kJ/mol


(2)
Molecular formula: C30H52Cl24F3O6P
Method: DFT, the ωB97M-V functional and the def2-TZVPD basis

Each line ends with the Mulliken charge.
Positions of all 116 atoms, in Å:
C 3.6318 0.6892 2.6982  -0.511
C 2.4151 0.1611 2.7210  -0.806
C 1.0318 -0.6033 2.4530  0.197
C 0.4872 -0.5403 0.9297  1.349
P -0.2542 1.2104 0.7483  0.397
O -0.6877 1.5254 -0.7220  -0.541
O -1.6149 1.4916 1.7578  -0.515
O 0.8901 2.4624 1.1461  -0.222
C 1.4827 -0.8265 -0.3092  0.372
C 2.7257 0.1532 -0.6142  -0.714
C 2.8493 0.5099 -2.2137  0.669
C 4.3415 1.0891 -2.5951  -0.664
C 1.7940 1.6375 -2.6973  -0.035
O 1.7422 -2.2688 -0.1806  -0.420
C 0.6738 -2.9627 0.5216  -0.086
O 0.6611 -4.1707 0.9435  -0.595
C -0.4898 -1.8100 0.6994  0.780
C -1.3378 -2.4077 1.9384  -1.360
C -2.5555 -1.4629 2.4433  -0.650
O -2.2914 -0.8459 3.7618  -0.188
C -3.4539 -0.0246 4.1343  -0.222
C -3.8600 -0.1420 5.6902  -0.535
C -1.5779 -1.7831 -0.4982  -0.874
C -1.1013 -2.5382 -1.8633  -0.508
C -1.5711 -4.0829 -1.9477  0.795
F -0.6856 -4.8557 -2.8065  -0.285
F -2.8752 -4.1410 -2.6159  -0.261
F -1.7658 -4.7143 -0.6715  -0.222
H 4.6423 1.2271 2.8857  0.337
H 0.2305 -0.0599 3.1090  0.109
H 1.1368 -1.6590 2.8931  0.456
H -1.4215 1.3057 2.7108  0.329
H 0.7010 2.6248 2.1162  0.224
H 0.7943 -0.6217 -1.2340  -0.135
H 3.6921 -0.4642 -0.3817  0.498
H 2.7884 1.0897 0.0481  0.207
H 2.6210 -0.4783 -2.7965  0.216
H 4.3340 1.1893 -3.7599  -0.732
H 4.3908 2.1511 -2.1123  0.306
H 5.1937 0.4052 -2.2426  0.519
H 0.7654 1.1626 -2.9352  -0.085
H 1.6068 2.3968 -1.8334  -0.085
H 2.1359 2.1852 -3.6652  -0.032
H -1.8405 -3.3861 1.5468  0.580
H -0.7181 -2.7230 2.8535  0.288
H -2.9129 -0.7065 1.6539  0.388
H -3.4634 -2.1768 2.6330  0.519
H -3.2643 1.1117 3.9295  0.168
H -4.3877 -0.2998 3.4996  0.299
H -4.4169 0.8521 5.9586  0.070
H -2.9791 -0.2716 6.4164  0.054
H -4.6143 -0.9874 5.9246  0.236
H -1.9043 -0.7194 -0.8260  0.356
H -2.5676 -2.3186 -0.1854  0.347
H 0.0174 -2.4272 -2.0983  0.109
H -1.6644 -1.9944 -2.7305  0.112
C -0.8574 -3.0784 6.9877  -0.313
Cl -0.1330 -1.4661 6.9395  -0.152
Cl -2.6199 -2.9841 7.0754  -0.125
H -0.5761 -3.6203 6.0847  0.225
H -0.4866 -3.6072 7.8657  0.349
C 5.5723 -0.3522 -6.2587  0.469
Cl 5.0833 1.3132 -5.9191  -0.178
Cl 5.6686 -1.3061 -4.7736  -0.153
H 4.8396 -0.8075 -6.9254  0.311
H 6.5524 -0.3424 -6.7379  -0.463
C 2.1700 3.4406 -6.8702  -0.408
Cl 1.6873 2.0425 -5.9028  -0.057
Cl 3.1036 4.5912 -5.9062  -0.151
H 2.7818 3.0992 -7.7054  0.309
H 1.2756 3.9369 -7.2467  0.343
C 1.6029 5.8763 1.3940  -0.122
Cl 1.7662 4.8021 2.7882  -0.160
Cl 2.7139 7.2465 1.5105  -0.171
H 1.8259 5.3149 0.4866  0.100
H 0.5804 6.2516 1.3538  0.331
C -5.5337 -2.2793 -3.5878  0.188
Cl -5.3127 -1.2701 -2.1523  -0.155
Cl -6.3689 -1.3915 -4.8678  -0.180
H -4.5565 -2.5942 -3.9538  0.186
H -6.1259 -3.1547 -3.3182  -0.031
C -1.8613 2.4207 -4.0702  0.014
Cl -1.9274 0.6981 -3.6819  -0.062
Cl -3.1613 2.8760 -5.1786  -0.182
H -1.9629 2.9948 -3.1491  0.208
H -0.9020 2.6413 -4.5389  0.016
C 9.9243 0.5103 -7.2972  -0.239
Cl 9.7154 1.1015 -5.6450  -0.134
Cl 8.4623 -0.2993 -7.8746  -0.187
H 10.1432 1.3546 -7.9509  0.268
H 10.7529 -0.1975 -7.3185  0.273
C -3.7678 1.5266 9.0609  -0.245
Cl -3.8485 -0.1974 9.4380  -0.129
Cl -5.0767 2.0015 7.9726  -0.171
H -3.8509 2.0965 9.9862  0.325
H -2.8127 1.7401 8.5806  0.231
C 6.3504 6.4736 2.9594  0.165
Cl 5.8633 5.0748 3.9235  -0.129
Cl 7.2820 7.6229 3.9268  -0.185
H 6.9644 6.1332 2.1257  0.135
H 5.4573 6.9707 2.5809  0.021
C -8.2887 -3.4090 -1.2619  -0.011
Cl -8.8424 -3.4984 0.4143  -0.147
Cl -7.4732 -4.9024 -1.7450  -0.204
H -9.1493 -3.2485 -1.9115  0.316
H -7.5912 -2.5761 -1.3612  0.033
C 7.1388 1.9340 1.0368  -0.527
Cl 7.0265 3.6807 1.2841  -0.114
Cl 5.7535 1.3312 0.1198  -0.010
H 8.0528 1.7113 0.4864  0.374
H 7.1638 1.4397 2.0084  0.291
C -11.5215 -6.6767 0.5603  -0.306
Cl -10.0640 -6.4001 -0.4005  -0.086
Cl -12.5037 -5.2106 0.6671  -0.152
H -12.1109 -7.4646 0.0914  0.289
H -11.2305 -6.9823 1.5653  0.260

Values from the calculation:
Net charge: 0
LUMO level: 0.02 eV
Spin multiplicity: 1
Orbital gap: 9.919 eV